1.
DFT (ωB97M-V/def2-TZVPD) results for C48H32ClCoIN5O4P as an isolated structure.

Geometry as XYZ:
```
93
Properties=species:S:1:pos:R:3
Co 0.081 -0.063 0.282
C 9.240 0.645 10.383
O 9.513 0.421 9.001
C 8.458 0.415 8.161
C 7.139 0.540 8.569
C 6.125 0.512 7.609
C 6.403 0.362 6.261
C 7.741 0.234 5.876
C 8.756 0.259 6.810
C 5.338 0.325 5.222
N 5.524 0.081 3.949
C 4.263 0.144 3.376
C 3.312 0.428 4.303
N 4.011 0.531 5.490
C 1.896 0.530 4.023
C 0.876 0.804 4.914
C -0.447 0.808 4.463
C -0.721 0.506 3.141
N 0.252 0.221 2.264
C 1.554 0.273 2.681
C 2.528 0.026 1.690
N 2.060 -0.121 0.413
C 2.926 -0.335 -0.575
C 4.289 -0.417 -0.354
C 4.785 -0.276 0.942
C 3.906 -0.048 1.983
H 10.199 0.682 10.884
H 8.646 -0.166 10.806
H 8.718 1.590 10.537
H 6.884 0.650 9.617
H 5.099 0.601 7.957
H 7.966 0.113 4.820
H 9.799 0.159 6.516
H 3.622 0.766 6.381
H 1.097 1.008 5.960
H -1.274 1.013 5.137
H -1.741 0.481 2.760
H 2.495 -0.434 -1.566
H 4.951 -0.572 -1.198
H 5.852 -0.328 1.149
Cl 0.123 5.450 -4.031
C 0.145 3.852 -3.315
C 0.202 2.761 -4.114
C 0.222 1.455 -3.567
I 0.347 -0.189 -4.836
C 0.171 1.232 -2.204
O 0.186 0.043 -1.642
C 0.129 2.400 -1.367
N 0.126 2.174 -0.012
C 0.109 3.187 0.801
C 0.081 4.525 0.342
C 0.082 4.774 -0.992
C 0.115 3.703 -1.911
H 0.236 2.897 -5.189
H 0.106 2.955 1.871
H 0.057 5.338 1.059
H 0.062 5.792 -1.366
O -3.733 -0.607 1.408
C -2.820 -0.846 0.631
O -1.824 -0.029 0.403
C -2.890 -2.124 -0.190
C -4.153 -2.459 -0.672
C -4.341 -3.573 -1.476
C -3.262 -4.390 -1.786
C -2.007 -4.091 -1.279
C -1.803 -2.961 -0.480
P -0.153 -2.598 0.208
C 0.974 -3.661 -0.741
C 1.517 -3.087 -1.894
C 2.392 -3.808 -2.699
C 2.737 -5.108 -2.350
C 2.194 -5.690 -1.208
C 1.313 -4.971 -0.405
C -0.227 -3.377 1.866
C 0.966 -3.603 2.563
C 0.943 -4.155 3.839
C -0.273 -4.476 4.441
C -1.459 -4.243 3.762
C -1.437 -3.695 2.479
H -4.984 -1.815 -0.409
H -5.331 -3.805 -1.860
H -3.396 -5.266 -2.415
H -1.174 -4.744 -1.509
H 1.235 -2.067 -2.169
H 2.805 -3.352 -3.595
H 3.428 -5.671 -2.971
H 2.453 -6.710 -0.942
H 0.885 -5.437 0.475
H 1.922 -3.366 2.100
H 1.877 -4.332 4.364
H -0.291 -4.910 5.439
H -2.413 -4.490 4.224
H -2.376 -3.526 1.955
```

Calculated values
- Multiplicity: 4
- Gap between HOMO and LUMO (spin up / spin down): 6.463 / 6.525 eV
- E: -4905.2798 a.u.
- ΔE to the lowest compared entry with this formula, charge and spin: 0.000 eV

2.
DFT (ωB97M-V/def2-TZVPD) results for C6H11O3S as an isolated structure.

Geometry as XYZ:
```
21
Properties=species:S:1:pos:R:3
C -1.572 -0.387 -1.060
C -1.956 -1.459 -0.082
C -0.889 -0.421 0.331
C 1.443 1.810 -0.051
C 0.490 -0.824 0.581
C 1.521 0.414 -0.550
O 3.340 -0.662 1.182
O 3.389 -1.361 -1.266
O 0.857 -0.559 1.900
S 3.280 -0.228 -0.293
H -0.928 -0.813 -1.894
H -2.265 0.335 -1.174
H -3.029 -1.364 0.197
H -1.748 -2.542 -0.166
H -1.094 0.508 0.914
H 0.341 2.055 0.035
H 1.844 1.892 0.993
H 2.094 2.385 -0.772
H 0.889 -1.867 0.236
H 1.138 0.376 -1.640
H 1.825 -0.854 2.053
```

Calculated values
- Gap between HOMO and LUMO: 6.549 eV
- Net charge: -1
- E: -859.0586 a.u.
- ΔE to the lowest compared entry with this formula, charge and spin: 1.522 eV

3.
DFT (ωB97M-V/def2-TZVPD) results for an isolated ion of composition C5H8N3 and charge +1.

Geometry as XYZ:
```
16
Properties=species:S:1:pos:R:3
C 2.508 0.477 -0.132
C -1.814 1.143 -0.062
C 1.210 0.354 -0.580
C 0.176 -0.318 0.212
C 0.418 -1.849 0.219
N 3.604 0.535 0.223
N -1.173 -0.034 -0.219
N -1.261 2.215 0.301
H -2.885 1.074 -0.303
H 0.970 0.798 -1.541
H 0.309 0.008 1.261
H 1.408 -2.076 0.605
H 0.337 -2.247 -0.789
H -0.319 -2.324 0.862
H -1.723 -0.829 -0.516
H -1.765 3.072 0.459
```

Calculated values
- Gap between HOMO and LUMO (spin up / spin down): 5.560 / 5.558 eV
- Net charge: +1
- E: -359.2024 a.u.
- ΔE to the lowest compared entry with this formula, charge and spin: 4.147 eV

4.
DFT (ωB97M-V/def2-TZVPD) results for C5H11O3Ru as an isolated structure.

Geometry as XYZ:
```
20
Properties=species:S:1:pos:R:3
C -0.782 1.628 0.172
O -0.879 0.315 -0.423
C 0.318 -0.372 -0.659
C 1.184 -0.546 0.581
O 0.395 -1.009 1.670
C 0.217 -2.413 1.755
H -1.742 2.152 0.033
H 0.210 2.118 0.202
H 0.956 0.104 -1.425
H -0.001 -1.351 -1.042
H 1.630 0.402 0.909
H 2.018 -1.226 0.355
H -0.333 -2.787 0.879
H 1.204 -2.891 1.831
H -0.349 -2.634 2.666
Ru -1.041 0.432 2.169
O -1.138 1.234 -3.253
C -0.782 1.934 -2.287
H -1.391 2.830 -2.030
H 0.305 2.080 -2.101
```

Calculated values
- Multiplicity: 7
- Gap between HOMO and LUMO (spin up / spin down): 5.536 / 7.705 eV
- Net charge: +1
- E: -517.0969 a.u.
- ΔE to the lowest compared entry with this formula, charge and spin: 2.329 eV

5.
DFT (ωB97M-V/def2-TZVPD) results for C34H39BrN4O2P2Sn as an isolated structure.

Geometry as XYZ:
```
83
Properties=species:S:1:pos:R:3
Sn 1.901 -0.534 -2.167
C 1.999 1.266 -4.125
C 0.909 1.923 -3.580
C -0.502 1.692 -3.953
C -0.820 0.228 -4.241
C -0.064 -0.733 -3.336
C 0.915 -1.580 -3.959
C 1.989 -1.136 -4.944
C 1.938 0.359 -5.345
C 2.279 -1.931 -0.540
H 3.014 1.627 -3.894
H 1.081 2.853 -3.032
H -0.758 2.299 -4.840
H -1.144 2.058 -3.138
H -1.907 0.038 -4.186
H -0.569 -0.018 -5.283
H -0.695 -1.145 -2.533
H 0.679 -2.641 -4.027
H 1.954 -1.820 -5.813
H 3.005 -1.302 -4.532
H 2.831 0.580 -5.972
H 1.027 0.509 -5.942
H 3.126 -1.634 0.119
H 2.477 -2.957 -0.899
H 1.326 -1.883 -0.001
P -1.267 -1.347 0.276
P -0.582 1.585 1.677
N -1.706 -2.683 -1.006
N -2.669 -1.714 1.198
N 0.789 1.646 0.687
N -0.395 3.387 2.083
C -1.795 0.241 -0.558
C -1.885 1.479 0.362
C -0.738 -3.486 -1.632
C -1.300 -4.154 -2.725
C -2.682 -3.769 -2.766
C -2.901 -2.891 -1.703
C -2.780 -2.940 1.873
C -4.094 -3.119 2.280
C -4.831 -1.958 1.856
C -3.943 -1.130 1.188
C 2.101 1.568 1.294
C 3.017 1.482 0.245
C 2.327 1.599 -0.979
C 0.928 1.645 -0.669
C -0.049 4.504 1.316
C 0.044 5.629 2.139
C -0.232 5.186 3.477
C -0.476 3.818 3.412
H -2.714 0.101 -1.150
H -0.993 0.390 -1.300
H -1.898 2.425 -0.212
H -2.822 1.458 0.944
H 0.243 -3.596 -1.193
H -0.800 -4.819 -3.423
H -3.407 -4.082 -3.509
H -3.827 -2.436 -1.393
H -1.908 -3.562 1.991
H -4.485 -3.977 2.784
H -5.876 -1.773 2.003
H -4.094 -0.177 0.717
H 2.221 2.097 2.250
H 4.073 1.320 0.383
H 2.767 1.962 -1.902
H 0.091 1.889 -1.313
H 0.111 4.427 0.260
H 0.293 6.632 1.833
H -0.235 5.800 4.358
H -0.688 3.111 4.185
Br 3.963 -1.956 3.697
C 2.684 -1.048 4.757
C 2.850 -1.033 6.146
C 1.848 -0.518 6.975
C 0.691 0.037 6.414
C 0.495 -0.023 5.030
C 1.520 -0.478 4.204
C 1.310 -0.524 2.741
O 0.206 -0.956 2.299
O 2.314 -0.137 2.029
H 3.731 -1.481 6.596
H 1.999 -0.523 8.057
H -0.103 0.463 7.039
H -0.431 0.283 4.539
```

Calculated values
- Gap between HOMO and LUMO: 5.145 eV
- E: -5159.1951 a.u.
- ΔE to the lowest compared entry with this formula, charge and spin: 6.524 eV

6.
DFT (ωB97M-V/def2-TZVPD) results for a 2-piece molecular cluster, C2H8FN2O overall.

Geometry as XYZ:
```
14
Properties=species:S:1:pos:R:3
C -0.567 0.234 0.659
C 1.376 -0.468 -0.042
N -1.424 -0.806 0.873
N -0.875 0.930 -0.588
O 1.764 0.476 -0.802
F 0.954 -1.581 -0.724
H -0.349 0.887 1.445
H 1.960 -0.787 0.867
H -1.236 -1.242 1.753
H -1.683 -1.415 0.129
H 0.042 0.997 -1.057
H -1.565 0.408 -0.960
H -1.115 1.976 -0.467
H 2.719 0.391 -1.088
```

Calculated values
- Gap between HOMO and LUMO: 9.313 eV
- Net charge: +1
- E: -365.2796 a.u.
- ΔE to the lowest compared entry with this formula, charge and spin: 2.009 eV

7.
DFT (ωB97M-V/def2-TZVPD) results for a 8-piece molecular cluster, C24H52NO10 overall.

Geometry as XYZ:
```
87
Properties=species:S:1:pos:R:3
N -9.210 -36.943 -16.714
H -9.286 -35.938 -17.051
H -10.250 -37.167 -16.379
H -8.503 -36.996 -16.064
H -9.034 -37.750 -17.250
O -6.332 -37.482 -17.198
C -5.163 -37.166 -17.373
O -4.551 -36.226 -16.613
C -5.280 -35.440 -15.719
C -4.270 -34.419 -15.069
C -4.354 -37.559 -18.533
H -5.798 -36.069 -15.094
H -5.861 -34.763 -16.342
H -3.592 -35.000 -14.476
H -5.020 -33.868 -14.429
H -3.702 -33.892 -15.903
H -4.426 -38.689 -18.654
H -3.395 -37.516 -18.318
H -4.759 -37.254 -19.322
O -8.903 -38.975 -14.608
C -9.247 -39.852 -13.842
O -8.876 -39.944 -12.505
C -8.061 -38.928 -11.949
C -7.811 -39.535 -10.479
C -10.057 -41.084 -14.266
H -8.565 -38.058 -11.788
H -7.073 -38.824 -12.448
H -7.247 -38.978 -9.920
H -7.355 -40.338 -10.616
H -8.856 -39.563 -9.949
H -10.417 -41.032 -15.021
H -10.787 -41.453 -13.684
H -9.504 -41.864 -14.298
O -11.870 -35.612 -17.126
C -12.699 -34.941 -16.558
O -12.770 -34.578 -15.253
C -11.583 -34.886 -14.541
C -11.734 -34.271 -13.089
C -14.054 -34.633 -17.253
H -10.735 -34.355 -15.005
H -11.344 -35.841 -14.382
H -12.388 -33.347 -13.060
H -10.821 -34.221 -12.633
H -12.372 -34.800 -12.445
H -14.455 -35.458 -17.786
H -13.942 -34.096 -18.225
H -14.770 -34.503 -16.648
C -13.616 -38.761 -13.268
C -13.616 -38.325 -14.748
O -12.685 -38.604 -15.488
C -14.832 -37.413 -15.256
H -12.625 -38.943 -12.810
H -14.357 -39.549 -13.090
H -13.942 -38.047 -12.653
H -14.712 -36.395 -15.087
H -15.792 -37.687 -14.643
H -15.065 -37.771 -16.181
C -6.805 -35.211 -11.886
C -7.914 -34.953 -13.002
O -8.597 -35.930 -13.553
C -8.108 -33.454 -13.404
H -6.652 -36.168 -12.008
H -7.076 -34.732 -11.017
H -5.959 -34.927 -12.340
H -7.008 -33.244 -13.735
H -8.430 -33.036 -12.369
H -8.926 -33.050 -14.021
C -10.135 -41.551 -19.502
C -9.778 -40.505 -18.387
O -10.495 -39.360 -18.025
C -8.330 -40.564 -17.823
H -10.142 -42.598 -19.244
H -9.700 -41.373 -20.379
H -11.212 -41.455 -19.664
H -8.181 -39.952 -17.061
H -7.692 -40.087 -18.727
H -8.025 -41.543 -17.601
C -7.601 -31.422 -16.411
C -8.441 -32.437 -17.015
O -8.243 -33.762 -16.836
C -9.735 -31.990 -17.696
H -7.433 -30.767 -16.995
H -6.944 -31.872 -15.758
H -8.157 -30.816 -15.431
H -10.433 -32.637 -17.948
H -9.398 -31.464 -18.449
H -10.324 -31.383 -17.231
```

Calculated values
- Gap between HOMO and LUMO: 9.549 eV
- Net charge: +1
- E: -1752.1029 a.u.
- ΔE to the lowest compared entry with this formula, charge and spin: 4.445 eV

8.
DFT (ωB97M-V/def2-TZVPD) results for the molecule C3H5FO2.

Geometry as XYZ:
```
11
Properties=species:S:1:pos:R:3
C -1.277 0.614 0.278
C -0.360 -0.439 0.925
C 1.555 -0.172 -0.434
H -1.945 1.147 0.918
H -0.570 1.374 -0.115
H 0.074 0.024 1.830
H -0.881 -1.366 1.185
H 2.112 -0.731 -1.228
O 0.560 -0.949 -0.081
O 1.868 0.879 0.028
F -1.969 0.010 -0.753
```

Calculated values
- Gap between HOMO and LUMO: 11.835 eV
- Structure (SMILES): O=COCCF
- E: -367.6412 a.u.
- ΔE to the lowest compared entry with this formula, charge and spin: 0.438 eV

9.
DFT (ωB97M-V/def2-TZVPD) results for H4O14S3Zn as an isolated structure.

Geometry as XYZ:
```
22
Properties=species:S:1:pos:R:3
Zn 0.045 0.141 0.164
S 0.386 2.436 -1.206
O 1.255 1.761 -0.269
O 0.136 3.855 -0.752
O 0.967 2.428 -2.527
O -0.766 1.587 -1.098
S -1.556 0.671 2.928
O -0.723 0.850 1.726
O -2.926 0.614 2.413
O -1.179 -0.550 3.637
O -1.355 1.824 3.744
S 1.321 -1.453 -2.508
O 0.897 -0.819 -1.213
O 2.629 -0.985 -2.839
O 1.269 -2.862 -2.237
O 0.388 -1.005 -3.557
O -1.536 -1.165 0.072
H -1.219 -2.051 0.248
H -2.339 -1.294 -0.434
O 1.240 -0.997 1.304
H 1.283 -1.778 1.857
H 1.784 -1.209 0.546
```

Calculated values
- Multiplicity: 2
- Gap between HOMO and LUMO (spin up / spin down): 5.851 / 3.691 eV
- Net charge: -3
- E: -4029.6028 a.u.
- ΔE to the lowest compared entry with this formula, charge and spin: 0.520 eV

10.
DFT (ωB97M-V/def2-TZVPD) results for C43H70LaN6O2Si3 as an isolated structure.

Geometry as XYZ:
```
125
Properties=species:S:1:pos:R:3
La 1.003 -2.478 -0.113
C -1.697 -3.460 -2.515
C -2.289 -2.483 -1.451
N -1.394 -1.415 -0.953
C -1.055 -0.365 -1.913
C -0.103 -0.843 -3.029
C -0.403 -0.697 -4.408
C 0.512 -1.067 -5.382
C 1.586 -1.821 -4.879
C 1.778 -2.105 -3.538
C 2.905 -2.880 -2.977
N 2.400 -3.912 -2.110
C 1.720 -5.055 -2.675
C 0.307 -4.787 -3.137
N -0.454 -4.080 -2.078
N 0.899 -1.587 -2.591
H -2.501 -4.177 -2.746
H -1.543 -2.883 -3.388
H -3.185 -2.133 -1.942
H -2.604 -3.052 -0.532
H -1.726 -1.070 -0.014
H -2.001 0.024 -2.394
H -0.534 0.504 -1.355
H -1.281 -0.083 -4.583
H 0.408 -1.098 -6.424
H 2.456 -2.106 -5.518
H 3.457 -3.345 -3.852
H 3.601 -2.294 -2.377
H 3.002 -4.167 -1.329
H 2.250 -5.384 -3.604
H 1.829 -5.880 -1.921
H 0.317 -4.101 -3.991
H -0.140 -5.712 -3.594
H -0.562 -4.680 -1.254
C 0.069 -1.551 2.326
Si -1.303 -1.005 3.402
C -3.097 -1.207 2.678
N -3.407 -0.652 1.335
C -4.665 -1.171 0.895
C -5.184 -0.591 -0.419
C -5.405 0.900 -0.316
C -4.035 1.421 0.133
C -3.617 0.808 1.424
C -0.893 0.734 4.045
C -1.790 1.378 4.896
C -1.618 2.742 5.185
C -0.595 3.528 4.596
C 0.312 2.904 3.782
C 0.200 1.533 3.448
C -1.684 -2.007 5.042
C -2.848 -2.700 5.410
C -3.011 -3.359 6.645
C -2.005 -3.273 7.569
C -0.838 -2.545 7.270
C -0.641 -1.938 5.997
H 0.347 -2.612 2.485
H 0.980 -1.012 2.594
H -3.825 -0.879 3.441
H -3.330 -2.254 2.678
H -5.418 -0.979 1.631
H -4.609 -2.289 0.824
H -6.069 -1.144 -0.636
H -4.506 -0.762 -1.279
H -6.175 1.166 0.464
H -5.602 1.438 -1.261
H -4.089 2.508 0.310
H -3.294 1.317 -0.658
H -4.434 1.033 2.169
H -2.691 1.234 1.863
H -2.549 0.805 5.362
H -2.284 3.219 5.877
H -0.401 4.559 4.811
H 1.126 3.390 3.317
H 0.889 1.030 2.777
H -3.648 -2.764 4.670
H -3.960 -3.793 6.946
H -2.108 -3.816 8.508
H -0.025 -2.388 7.966
H 0.265 -1.328 5.764
C 5.379 2.539 -1.885
Si 3.669 2.465 -2.568
C 3.660 3.406 -4.268
C 3.249 0.688 -2.948
C 2.425 3.379 -1.562
C 2.799 3.348 -0.156
C 2.741 4.402 0.762
C 3.204 4.302 2.089
C 3.636 3.040 2.527
C 3.629 2.031 1.587
N 3.250 2.126 0.318
Si 0.941 4.240 -2.130
C 0.750 6.082 -2.080
C -0.509 3.714 -1.038
C 0.326 3.844 -3.922
H 5.410 1.816 -1.053
H 5.457 3.521 -1.408
H 6.174 2.322 -2.644
H 4.585 3.314 -4.855
H 3.483 4.430 -3.975
H 2.882 2.949 -4.955
H 2.977 0.118 -2.038
H 4.164 0.256 -3.315
H 2.535 0.647 -3.760
H 2.380 5.336 0.308
H 3.171 5.239 2.675
H 3.778 2.745 3.515
H 4.065 1.041 1.927
H 0.818 6.544 -1.069
H -0.228 6.301 -2.534
H 1.488 6.635 -2.669
H -0.055 3.691 -0.006
H -0.820 2.658 -1.382
H -1.332 4.418 -1.174
H 0.872 4.348 -4.729
H -0.720 4.183 -4.040
H 0.373 2.714 -4.099
O 3.297 -2.092 0.161
H -0.117 -5.619 0.163
H 4.153 -1.864 0.475
O 1.137 0.296 0.232
H 1.992 0.873 0.064
H 0.959 0.331 1.148
C 0.654 -5.014 0.586
H 1.467 -5.719 0.622
H 0.359 -4.984 1.709
```

Calculated values
- Gap between HOMO and LUMO: 5.453 eV
- Net charge: -1
- E: -3059.6693 a.u.

Maximum force? In order: 0.0446, 0.1239, 0.0486, 0.0596, 0.0572, 0.1311, 0.3588, 0.0431, 0.0841, 0.0636 Eh/bohr.